No. 1
ORCA calculation (ωB97M-V with the def2-TZVPD basis set) on an isolated molecule of C2H5NO in a non-equilibrium geometry.

Last column: natural (NBO) charge in e.
Atoms and positions in Å:
C (-1.52, 0.31, -0.18)  -0.0369
N (-0.32, 0.60, -0.05)  -0.4263
C (0.70, -0.41, 0.06)  0.0546
O (1.98, 0.30, -0.12)  -0.7343
H (-2.34, 1.16, -0.34)  0.1754
H (-1.90, -0.72, -0.37)  0.1432
H (0.61, -1.32, -0.73)  0.1778
H (0.68, -0.94, 1.11)  0.1692
H (2.11, 1.01, 0.62)  0.4774

E_LUMO = 1.1 eV
ΔE to the lowest compared entry with this formula, charge and spin = 238.1 kJ/mol
HOMO energy = -10.06 eV
Frontier orbital gap = 0.40894 Ha
SMILES = C=NCO
Calculated total energy = -209.131628 Ha

---

No. 2
ORCA calculation (ωB97M-V with the def2-TZVPD basis set) on a cluster of 2 separate species, C2H3O2Se in total in a non-equilibrium geometry.

Last column: natural (NBO) charge in e.
Atoms and positions in Å:
C (-1.52, -0.62, 0.09)  1.0520
C (0.54, 0.90, -0.05)  -1.0741
O (-1.14, -1.70, -0.16)  -0.5891
O (-2.20, 0.28, 0.35)  -0.5646
Se (1.98, -0.50, 0.14)  -0.1902
H (1.12, 1.83, 0.30)  0.1529
H (0.40, 1.14, -1.20)  0.1332
H (0.83, -1.33, 0.53)  0.0799

Total charge = -1
E_LUMO = 3.8 eV
ΔE to the lowest compared entry with this formula, charge and spin = 234.8 kJ/mol
HOMO energy = -2.39 eV
Frontier orbital gap = 0.22698 Ha
Calculated total energy = -2629.892276 Ha

---

No. 3
ORCA calculation (ωB97M-V with the def2-TZVPD basis set) on an isolated molecule of CH3F2OP in a non-equilibrium geometry.

Last column: natural (NBO) charge in e.
Atoms and positions in Å:
O (0.13, -1.44, 0.78)  -0.9228
P (-0.04, -0.33, -0.36)  1.6281
F (-1.14, -1.15, -1.40)  -0.5961
C (0.29, 1.18, 0.34)  -0.3591
F (0.70, 2.16, -0.51)  -0.3472
H (-0.55, -1.30, 1.40)  0.4934
H (1.01, -0.69, -1.23)  -0.0644
H (-0.40, 1.57, 0.98)  0.1680

E_LUMO = 0.2 eV
ΔE to the lowest compared entry with this formula, charge and spin = 329.6 kJ/mol
HOMO energy = -9.03 eV
Frontier orbital gap = 0.33993 Ha
SMILES = O[P@@H](F)=CF
Calculated total energy = -656.177130 Ha

---

No. 4
ORCA calculation (ωB97M-V with the def2-TZVPD basis set) on a structure of composition C38H40N2NiO4PSi.

Last column: Löwdin spin population.
Atoms and positions in Å:
Ni (0.42, -0.82, 1.11)  1.6956
O (-4.17, 1.83, -0.08)  0.0007
C (-3.95, 1.12, -1.20)  0.0005
C (-4.85, 1.27, -2.25)  0.0002
C (-4.66, 0.58, -3.44)  0.0000
C (-3.57, -0.27, -3.60)  0.0000
C (-2.68, -0.43, -2.55)  0.0004
C (-2.85, 0.25, -1.34)  0.0025
C (-1.83, 0.04, -0.28)  0.0044
O (-0.97, -0.89, -0.45)  0.0508
N (-1.91, 0.84, 0.77)  0.0043
N (-0.86, 0.61, 1.65)  0.0620
C (-0.67, 1.47, 2.57)  -0.0011
C (0.43, 1.45, 3.52)  0.0004
C (0.48, 2.50, 4.44)  -0.0013
C (1.49, 2.65, 5.36)  -0.0004
C (2.53, 1.71, 5.35)  -0.0013
C (2.52, 0.66, 4.45)  0.0026
C (1.47, 0.47, 3.51)  0.0034
O (1.51, -0.58, 2.75)  0.0512
H (-3.38, 1.68, 0.51)  0.0005
H (-5.68, 1.94, -2.12)  0.0000
H (-5.36, 0.72, -4.25)  0.0000
H (-3.41, -0.79, -4.53)  0.0000
H (-1.82, -1.08, -2.64)  0.0002
H (-1.37, 2.31, 2.63)  0.0026
H (-0.33, 3.23, 4.41)  0.0002
H (1.49, 3.48, 6.06)  0.0000
H (3.35, 1.81, 6.04)  0.0000
H (3.33, -0.07, 4.44)  0.0001
C (0.44, -3.21, 4.34)  0.0005
C (-0.92, -3.13, 3.64)  0.0040
P (-0.79, -2.71, 1.87)  0.0259
C (-0.02, -4.21, 1.12)  0.0098
C (-0.72, -5.56, 1.27)  0.0035
C (-2.52, -2.70, 1.28)  0.0021
C (-3.53, -3.61, 1.99)  0.0011
H (0.31, -3.37, 5.41)  0.0000
H (1.02, -2.30, 4.19)  0.0001
H (1.03, -4.04, 3.96)  0.0000
H (-1.53, -2.34, 4.08)  0.0000
H (-1.47, -4.06, 3.76)  0.0010
H (0.99, -4.25, 1.53)  0.0008
H (0.10, -3.96, 0.06)  0.0011
H (-0.93, -5.79, 2.32)  0.0001
H (-0.10, -6.36, 0.87)  0.0005
H (-1.67, -5.57, 0.73)  0.0001
H (-2.48, -2.91, 0.21)  0.0001
H (-2.85, -1.66, 1.35)  0.0002
H (-3.21, -4.65, 2.02)  0.0000
H (-4.49, -3.57, 1.47)  0.0002
H (-3.70, -3.28, 3.01)  0.0000
O (1.59, 0.22, 0.00)  0.0575
Si (1.67, 0.98, -1.39)  0.0084
C (0.31, 2.26, -1.60)  0.0004
C (0.08, 3.14, -0.53)  -0.0001
C (-0.89, 4.12, -0.59)  0.0001
C (-1.67, 4.25, -1.74)  0.0000
C (-1.46, 3.39, -2.81)  0.0000
C (-0.48, 2.41, -2.74)  0.0001
C (1.61, -0.19, -2.88)  0.0006
C (1.40, -1.55, -2.65)  0.0000
C (1.32, -2.47, -3.70)  0.0000
C (1.46, -2.04, -5.01)  0.0000
C (1.68, -0.69, -5.27)  0.0000
C (1.76, 0.21, -4.22)  0.0002
C (3.29, 1.96, -1.46)  0.0018
C (3.58, 2.87, -2.47)  0.0003
C (4.78, 3.57, -2.49)  0.0001
C (5.71, 3.38, -1.47)  -0.0001
C (5.43, 2.48, -0.45)  0.0000
C (4.23, 1.78, -0.45)  0.0001
H (0.68, 3.03, 0.38)  0.0000
H (-1.06, 4.77, 0.26)  0.0000
H (-2.45, 5.00, -1.78)  0.0000
H (-2.08, 3.47, -3.70)  0.0000
H (-0.36, 1.72, -3.57)  0.0000
H (1.28, -1.89, -1.63)  0.0005
H (1.15, -3.52, -3.49)  0.0000
H (1.39, -2.75, -5.83)  0.0000
H (1.79, -0.35, -6.29)  0.0000
H (1.94, 1.26, -4.45)  0.0000
H (2.85, 3.07, -3.26)  0.0000
H (4.99, 4.28, -3.28)  0.0000
H (6.65, 3.93, -1.48)  0.0000
H (6.15, 2.34, 0.35)  0.0000
H (4.00, 1.08, 0.35)  0.0000

Total charge = -1
E_LUMO (spin up / spin down) = 2.5 / 2.5 eV
Expectation value of S² = 2.0066
Multiplicity = 3
ΔE to the lowest compared entry with this formula, charge and spin = 11.9 kJ/mol
HOMO energy (spin up / spin down) = -4.58 / -4.51 eV
Frontier orbital gap (spin up / spin down) = 0.26098 / 0.25845 Ha
Calculated total energy = -4021.900061 Ha